(1)
Here is a structure of composition C3H4N2O from the OMol25 dataset. Energies are from ωB97M-V/def2-TZVPD.

```
10
Properties=species:S:1:pos:R:3:forces:R:3
C 1.479757 0.126887 -0.299952 -0.0306 -0.3865 0.4019
C 0.901629 -0.913971 0.325037 0.1144 0.1184 -0.4880
C -2.709879 -0.375343 -0.311935 -0.2912 0.3502 -0.5246
N 0.455135 1.006723 0.127752 0.0080 0.6665 0.4287
N -0.264053 -0.152033 0.608018 -0.2426 -0.0406 -0.0583
O -2.661978 0.406934 -1.129684 -0.0295 -0.3677 0.3682
H 2.352244 0.348408 -0.872441 0.2112 0.0784 -0.2295
H 1.082549 -1.944279 0.535636 0.0988 -0.2607 0.1523
H -0.046380 1.573272 -0.550515 -0.1235 -0.3221 -0.0998
H -0.589023 -0.076598 1.568085 0.2849 0.1640 0.0491
```
Positions in Å, forces in eV/Å.

Output
Multiplicity: 1
ΔE to the lowest compared entry with this formula, charge and spin (kJ/mol): 351.9

---

(2)
Here is the molecule C3H4N2O at a distorted geometry from the OMol25 dataset. Energies are from ωB97M-V/def2-TZVPD.

```
10
Properties=species:S:1:pos:R:3:forces:R:3
O 2.267414 -0.205693 -0.017737 -0.1717 0.0766 -0.0494
C 0.932433 -0.128824 0.041164 -0.3537 -0.1478 -0.4274
N 0.163074 -1.169476 0.102817 0.1692 0.1412 -0.0793
C -1.123455 -0.655631 0.126133 -0.4154 -0.0395 0.4792
C -1.094061 0.688000 0.177992 -0.7373 -0.4967 1.0209
N 0.277779 1.110715 0.056286 -0.3495 -0.3439 -0.3616
H 2.467532 -1.157571 -0.027336 0.0056 0.3005 -0.0002
H -1.983790 -1.303317 0.130066 0.0022 -0.0437 0.0855
H -1.828014 1.467607 0.300266 -0.1967 -0.2231 -0.1675
H -0.143401 1.325373 -0.886579 2.0473 0.7766 -0.5002
```
Positions in Å, forces in eV/Å.

Output
SMILES: Oc1ncc[nH]1
Multiplicity: 1
ΔE to the lowest compared entry with this formula, charge and spin (kJ/mol): 175.0

---

(3)
Here is a cluster of 5 separate species, C24H50FNO7 in total at a distorted geometry from the OMol25 dataset. Energies are from ωB97M-V/def2-TZVPD.

```
83
Properties=species:S:1:pos:R:3:forces:R:3
C -4.426325 -0.607403 1.722133 0.0093 1.2868 -0.6446
C -3.130863 -0.382854 0.688186 -1.1990 -0.6699 1.3724
F -3.496131 -0.945541 -0.655546 0.9207 1.6101 2.7325
C -2.847388 1.231992 0.675873 0.5825 -0.5105 0.0183
C -1.348391 1.672552 0.179282 0.8374 3.6859 -2.7100
C -1.132868 2.901867 -0.632060 -0.6185 -1.7211 1.9955
C -2.309779 3.956547 -1.147600 0.5158 -0.8967 0.4009
N -2.587615 3.567400 -2.608140 1.3159 1.1695 0.7580
C 0.458435 3.142737 -0.951351 -1.2357 2.2111 -2.1039
O 0.991444 4.072492 -1.747689 -2.8144 -6.7436 5.8051
O 1.052269 2.053634 -0.155417 0.2995 -0.5432 -0.5383
C 0.139672 1.030594 0.428682 -1.7362 -3.0464 1.9821
O 0.399891 -0.120843 1.053278 -0.7950 8.1857 -4.4727
H -5.252352 -1.307602 1.270340 1.9466 1.1251 0.9688
H -4.033015 -0.928198 2.776508 -0.9039 0.4253 -2.0962
H -4.934355 0.459944 1.847999 0.9180 -2.2952 -0.1548
H -2.260540 -1.034680 1.139164 -1.4577 1.4950 -1.4792
H -3.718793 1.731278 0.033583 2.2471 -1.0153 1.2062
H -2.963773 1.638304 1.789833 0.2821 -1.0931 -2.3488
H -1.959094 5.074876 -1.030447 -0.4597 -2.3516 -0.1506
H -3.307204 3.814019 -0.521990 2.3054 0.2382 -1.1556
H -1.770217 2.973300 -2.889926 -1.1463 0.9671 -0.0647
H -2.571490 4.457412 -3.178313 0.1321 -1.5539 0.7201
C -6.122666 1.757109 6.371258 0.0891 0.1219 -0.0510
C -6.096669 0.252586 6.153765 0.0676 0.1043 -0.0443
O -4.895461 -0.212188 5.542917 0.0271 -0.0412 -0.1379
C -3.684696 0.037446 6.253460 -0.0951 -0.0617 0.0335
C -3.651544 -0.597916 7.633063 -0.0745 -0.1079 0.0999
H -5.985149 2.284053 5.419272 -0.0754 -0.1028 0.1476
H -7.078495 2.063045 6.808944 0.1153 -0.0591 -0.0877
H -5.327963 2.085733 7.043732 -0.0805 -0.0151 0.0519
H -6.915966 -0.018232 5.480563 0.2697 -0.1022 -0.0466
H -6.277111 -0.284182 7.089520 0.0263 0.0463 0.0747
H -3.495796 1.114639 6.309431 -0.0202 0.0137 0.0865
H -2.874297 -0.386984 5.650027 -0.2810 0.0228 -0.0723
H -4.437023 -0.206180 8.283347 0.1064 0.0508 -0.0058
H -2.688389 -0.407611 8.116724 -0.1084 -0.0247 -0.0801
H -3.798277 -1.681016 7.558889 0.0622 0.1521 -0.0157
C -0.601718 -1.284233 -2.377591 -0.2629 -0.0681 -0.0724
C 0.218067 -2.436941 -1.820109 -0.1763 0.0336 -0.0629
O -0.299307 -3.720031 -2.163702 -0.0135 -0.0711 0.0634
C -0.381499 -4.018997 -3.555465 0.0756 0.0179 0.0820
C 0.962041 -3.975571 -4.263350 0.1726 0.0027 0.0358
H -1.639987 -1.349646 -2.030351 0.2376 0.0424 -0.0231
H -0.181575 -0.325995 -2.055047 -0.0004 -0.0955 -0.0208
H -0.621932 -1.288599 -3.469075 0.0974 0.0775 0.0083
H 0.208478 -2.377283 -0.727343 -0.0680 -0.2111 -0.1787
H 1.265999 -2.358302 -2.123370 0.0315 0.0423 -0.0841
H -1.106011 -3.356833 -4.041037 0.0517 0.0538 -0.0327
H -0.789194 -5.033187 -3.634335 0.0298 0.1776 0.2519
H 1.414617 -2.982193 -4.222394 -0.0646 -0.0245 -0.0843
H 0.846333 -4.249351 -5.316664 -0.0062 0.0184 0.1251
H 1.663845 -4.674272 -3.794919 -0.1168 0.0651 -0.0681
C 2.439083 -3.433934 0.673281 0.1373 0.0891 -0.0299
C 2.465078 -4.938457 0.455788 0.0214 0.1189 -0.0852
O 3.666287 -5.403230 -0.155059 0.0935 -0.0585 -0.0717
C 4.877052 -5.153597 0.555483 -0.1463 -0.0627 -0.0323
C 4.910203 -5.788958 1.935087 -0.0774 -0.1031 0.1127
H 2.576599 -2.906990 -0.278705 -0.0583 -0.1242 0.2049
H 1.483252 -3.127997 1.110968 0.1287 -0.0421 -0.0822
H 3.233784 -3.105309 1.345756 -0.0717 -0.0098 0.0686
H 1.645783 -5.209274 -0.217413 0.2523 -0.0653 -0.0618
H 2.284637 -5.475225 1.391543 0.0296 0.0393 0.1016
H 5.065951 -4.076404 0.611454 -0.0194 0.0134 0.0920
H 5.687451 -5.578026 -0.047949 -0.2932 0.0297 -0.0712
H 4.124724 -5.397222 2.585370 0.1015 0.0495 -0.0072
H 5.873359 -5.598654 2.418747 -0.0980 -0.0237 -0.0737
H 4.763470 -6.872058 1.860912 0.0583 0.1457 -0.0160
C 5.442719 3.240729 -5.068447 -0.1089 -0.1270 -0.0032
C 5.471214 4.731389 -5.366262 -0.1684 -0.0739 -0.0041
O 4.174588 5.310779 -5.489216 0.0264 0.0451 -0.1253
C 3.328542 5.221046 -4.344974 0.0798 0.0165 0.0190
C 3.905117 5.896815 -3.112502 0.0932 0.1096 0.0853
H 4.890262 2.704668 -5.849654 0.1357 0.1057 0.1034
H 6.461137 2.841713 -5.019590 -0.1240 0.0651 -0.0381
H 4.954128 3.024318 -4.116496 0.0901 0.0122 0.0145
H 5.976644 4.887585 -6.324349 -0.2528 0.1265 0.0500
H 6.057317 5.271866 -4.617474 0.0127 -0.0409 0.0961
H 3.079040 4.174303 -4.141897 0.0437 0.0161 0.0889
H 2.387952 5.716351 -4.611395 0.2388 -0.0729 -0.1747
H 4.844588 5.438192 -2.795702 -0.0927 -0.0406 0.0414
H 3.200438 5.831227 -2.277675 0.0651 -0.0255 -0.1373
H 4.109429 6.953656 -3.316172 -0.0592 -0.1294 0.0029
```
Positions in Å, forces in eV/Å.

Output
SMILES: C[C@@H](F)CC1=C(CN)C(=O)OC1=O.CCOCC.CCOCC.CCOCC.CCOCC
Multiplicity: 1

---

(4)
Here is a cluster of 7 separate species, C46H47O27P in total from the OMol25 dataset. Energies are from ωB97M-V/def2-TZVPD.

```
121
Properties=species:S:1:pos:R:3:forces:R:3
C 3.664817 -1.184581 4.299576 0.2854 -0.2000 -0.0410
C 4.064250 -1.461087 2.825554 0.0289 0.1642 0.0085
C 3.615094 -0.328478 1.880406 0.1234 0.2738 0.3551
C 3.681176 -2.881517 2.355847 -0.0662 -0.0043 0.3188
C 2.297969 -3.086734 1.728337 0.0808 -0.1527 -0.2364
C 2.148187 -4.555537 1.267301 0.0860 0.0689 -0.1781
C 1.127287 -2.620539 2.609065 -0.2637 -0.1277 -0.0491
O 0.435078 -1.506451 2.007419 0.1218 0.3354 0.0906
P -0.891322 -1.883656 1.145021 -0.3473 -0.7568 -0.5040
O -2.066908 -0.822699 1.675793 0.4046 -0.3693 0.5609
C -1.998082 -0.322011 3.008333 -0.3830 0.2559 0.2208
C -2.621397 -1.284689 4.036994 -0.3610 0.3205 -0.0786
C -4.145517 -1.100687 4.173027 0.0718 -0.2416 -0.3935
O -2.278390 -2.628450 3.741314 0.2234 -0.0553 0.1656
H 3.049038 -0.292289 4.406122 -0.1494 -0.1183 0.0206
H 3.176923 -2.043678 4.761373 -0.1616 0.0939 -0.0183
H 4.563562 -1.012858 4.893591 -0.0543 0.0877 0.0263
H 5.157956 -1.436603 2.815910 -0.0060 -0.1047 -0.0309
H 2.686553 -0.540338 1.354807 0.0561 -0.0276 -0.0599
H 4.403253 -0.057273 1.176509 -0.1417 -0.2099 -0.2279
H 3.432854 0.575339 2.466801 0.0251 0.0050 -0.0331
H 3.741886 -3.536366 3.234499 0.0666 -0.0550 -0.0667
H 4.433676 -3.265818 1.661240 -0.0630 0.0930 -0.1050
H 2.245909 -2.485969 0.817810 -0.0413 0.1261 0.1043
H 2.257686 -4.629333 0.183612 0.0563 -0.0171 0.0292
H 2.915457 -5.199731 1.701762 -0.1177 -0.0186 0.1274
H 1.165369 -4.962694 1.502878 -0.0036 -0.0484 0.0807
H 1.425960 -2.319384 3.610528 0.0573 0.1503 -0.0769
H 0.395982 -3.423287 2.719139 0.0444 -0.1081 0.1146
H -0.595781 -1.176527 -0.051938 0.1277 0.2965 0.1978
H -0.987362 -0.034720 3.298696 0.1391 -0.2941 -0.2468
H -2.585821 0.597588 3.019854 0.0099 0.0173 0.0102
H -2.170782 -1.061840 5.006249 0.1491 -0.0943 -0.0726
H -4.435459 -0.917758 5.205531 -0.0682 -0.0162 -0.0237
H -4.651534 -2.003707 3.825043 -0.0425 -0.0097 0.1433
H -4.513487 -0.288143 3.545299 0.0167 0.0822 0.1212
H -2.803328 -2.947284 2.993513 0.0478 0.0483 0.1086
O 0.751722 3.418886 -2.572507 0.0642 0.1613 -0.0201
C -0.107872 3.488366 -1.709139 -0.0282 -0.3023 0.0773
C -0.520012 2.376657 -0.890221 0.0619 -0.0160 -0.0238
C -1.505429 2.557772 0.001176 0.0223 -0.1009 -0.1484
O -1.973368 1.588663 0.766586 0.0333 0.4805 -0.1117
C -2.192711 3.893290 0.188659 -0.0103 0.0975 -0.0127
O -3.085342 3.934245 1.016401 0.0282 -0.0597 0.0028
C -1.756049 5.016340 -0.612714 -0.0601 0.0469 0.0395
C -0.777258 4.829154 -1.509595 0.0215 0.0788 -0.0604
O -0.307623 5.781209 -2.302806 0.0055 -0.0196 0.0013
H -0.035664 1.420183 -1.031573 -0.0317 -0.0184 0.0206
H -2.705578 1.984378 1.281862 -0.0219 0.0200 -0.0448
H -2.240692 5.971327 -0.467926 0.0080 0.0038 -0.0222
H 0.387909 5.357886 -2.845572 -0.0100 -0.0255 0.0047
O -1.162904 1.830311 -4.186712 0.1630 -0.0856 0.1185
C -0.805624 1.615285 -5.329544 -0.1249 0.0239 -0.0906
C -1.681815 1.738993 -6.475618 -0.1585 -0.2623 0.1614
C -1.210963 1.469500 -7.693200 -0.0992 -0.0757 0.0194
O -1.940854 1.586815 -8.802268 0.0549 0.1112 -0.0247
C 0.208127 1.027987 -7.931816 0.0968 -0.0090 0.0079
O 0.521549 0.797409 -9.087978 -0.0552 0.0337 0.0041
C 1.093592 0.916523 -6.796054 0.0505 -0.0252 -0.0352
C 0.632961 1.197338 -5.565337 0.1028 -0.0036 -0.0775
O 1.398817 1.127815 -4.488954 -0.1850 -0.0556 0.0767
H -2.700415 2.057924 -6.302853 0.0080 0.0102 0.0058
H -1.346714 1.333908 -9.538492 0.0202 -0.0159 0.0185
H 2.116240 0.616020 -6.974793 0.0025 -0.0028 0.0325
H 0.868062 1.404976 -3.716383 0.0191 0.2035 -0.0682
O 9.563696 0.804695 8.706290 -0.0527 0.0307 0.0292
C 8.710143 0.858934 7.839011 0.0446 -0.0636 -0.0599
C 8.771111 0.157054 6.576753 0.0836 -0.0401 0.0202
C 7.768553 0.314907 5.700447 0.0353 -0.0232 0.0028
O 7.718656 -0.278789 4.518649 -0.0150 0.0023 0.0005
C 6.575552 1.204770 5.985082 -0.0290 0.0368 0.0432
O 5.736425 1.277816 5.104507 0.0296 0.0219 -0.0199
C 6.503514 1.889864 7.254758 -0.0858 0.0401 -0.0229
C 7.504961 1.730284 8.132657 -0.0348 0.0201 0.0014
O 7.543034 2.307888 9.321912 0.0160 -0.0068 -0.0032
H 9.626083 -0.474079 6.380416 -0.0074 0.0021 -0.0212
H 6.885638 0.023545 4.101176 -0.0035 0.0262 0.0181
H 5.642096 2.510519 7.456334 0.0152 0.0098 0.0169
H 8.381643 2.016881 9.735212 0.0102 -0.0110 -0.0245
O -2.946367 -5.288423 3.238796 -0.0696 -0.1231 -0.1740
C -2.089273 -6.150678 3.166412 0.0283 0.1036 0.1404
C -2.125330 -7.282520 2.270412 -0.0572 0.0101 -0.0405
C -1.126288 -8.176100 2.320289 -0.0423 0.0031 -0.0258
O -1.056028 -9.249104 1.549983 0.0063 -0.0151 -0.0008
C 0.036120 -8.043596 3.284099 0.0563 0.0495 0.0707
O 0.872618 -8.930255 3.244841 -0.0319 -0.0162 -0.0588
C 0.085882 -6.900043 4.161032 0.0979 -0.0607 0.0203
C -0.906069 -5.995132 4.109768 0.0291 0.0851 -0.0278
O -0.933395 -4.905860 4.853439 -0.1187 -0.1130 -0.0325
H -2.960467 -7.375684 1.590878 0.0102 -0.0149 -0.0051
H -0.231533 -9.709733 1.809941 0.0054 0.0201 0.0285
H 0.931067 -6.801987 4.827714 -0.0192 0.0226 0.0127
H -1.724873 -4.376639 4.599522 0.1296 0.1175 -0.0516
O -2.668219 -1.756628 -1.212758 -0.0715 -0.0671 -0.0921
C -3.552477 -1.318486 -1.926652 -0.0163 0.0985 0.1646
C -3.705656 -1.629765 -3.328950 0.0501 -0.0334 -0.0182
C -4.713132 -1.064116 -4.009068 0.0390 -0.0271 -0.0039
O -4.947313 -1.274552 -5.294286 -0.0014 0.0161 -0.0222
C -5.696122 -0.111074 -3.359944 -0.0336 0.0446 0.0728
O -6.558464 0.351626 -4.087489 0.0229 -0.0375 -0.0388
C -5.557006 0.182789 -1.954160 -0.0656 0.0490 -0.0235
C -4.549210 -0.378916 -1.265800 0.0066 0.0173 0.0010
O -4.342013 -0.161082 0.020385 -0.0079 -0.1109 -0.0972
H -2.999438 -2.308667 -3.785594 -0.0052 0.0086 -0.0123
H -5.733974 -0.733767 -5.513762 -0.0016 0.0128 0.0315
H -6.271030 0.854041 -1.498282 0.0209 0.0031 0.0223
H -3.535743 -0.650235 0.301185 0.0529 0.1278 0.0748
O -4.094911 8.828008 -7.326110 0.0564 0.0129 0.0246
C -3.475958 7.779077 -7.359784 -0.0579 -0.0373 -0.0552
C -3.877742 6.606423 -8.101175 -0.0814 0.0371 -0.0265
C -3.112845 5.504843 -8.046132 -0.0118 0.0370 -0.0387
O -3.400728 4.389549 -8.696153 0.0236 0.0016 0.0411
C -1.840466 5.451015 -7.222831 -0.0024 -0.0106 0.0089
O -1.237472 4.391586 -7.224276 0.0626 0.2316 -0.1157
C -1.426178 6.630054 -6.498624 0.0569 -0.0321 0.0498
C -2.190106 7.730870 -6.559477 0.0359 -0.0199 0.0240
O -1.906084 8.862711 -5.938096 -0.0139 0.0100 -0.0040
H -4.787582 6.654724 -8.682409 0.0024 -0.0263 -0.0004
H -2.696215 3.736117 -8.509769 0.0039 0.0026 -0.0131
H -0.509821 6.586268 -5.927444 -0.0071 0.0192 0.0085
H -2.634103 9.479680 -6.158320 -0.0162 -0.0241 -0.0117
```
Positions in Å, forces in eV/Å.

Output
SMILES: CC(C)C[C@@H](C)COPOC[C@@H](C)O.O=C1C=C(O)C(=O)C=C1O.O=C1C=C(O)C(=O)C=C1O.O=C1C=C(O)C(=O)C=C1O.O=C1C=C(O)C(=O)C=C1O.O=C1C=C(O)C(=O)C=C1O.O=C1C=C(O)C(=O)C=C1O
Multiplicity: 1

---

Sequential HOMO level output: -0.314, -0.327, -0.347, -0.315 Ha
Sequential molecular weight output: 84.08, 84.08, 483.66, 1062.83 g mol⁻¹